Computed, not measured: C24H21ClN2PTm as an isolated structure at a distorted geometry, with ωB97M-V/def2-TZVPD.

Element x y z (Å)
Tm1 0.402 -0.024 1.610
Cl1 2.845 -0.541 1.755
P1 -0.074 -0.023 -1.118
N1 -0.059 0.015 9.132
N2 0.234 -0.035 3.747
C1 -0.002 -1.247 5.803
C2 3.626 -1.583 -1.865
C3 -1.574 -2.371 -0.798
C4 -1.979 -2.433 -3.614
C5 0.111 -1.194 4.420
C6 -1.933 1.583 -2.300
C7 0.024 -0.003 6.516
C8 -2.408 2.775 -2.840
C9 1.625 -0.239 -1.727
C10 -0.032 0.013 7.957
C11 0.065 1.232 5.774
C12 2.263 0.819 -2.379
C13 3.546 0.647 -2.876
C14 0.174 1.139 4.395
C15 -2.387 -3.365 -1.347
C16 -1.007 -1.421 -1.658
C17 -1.178 -1.446 -3.042
C18 4.215 -0.567 -2.638
C19 -0.525 3.970 -1.786
C20 -2.576 -3.378 -2.751
C21 -0.066 2.759 -1.269
C22 -1.687 3.960 -2.595
C23 2.329 -1.409 -1.392
C24 -0.705 1.552 -1.637
H1 -0.722 -0.661 -3.664
H2 -2.040 4.905 -3.035
H3 -1.540 0.791 1.459
H4 -1.446 -2.307 0.299
H5 3.998 1.440 -3.479
H6 0.148 -2.064 3.753
H7 -2.886 -4.117 -0.704
H8 5.211 -0.731 -3.070
H9 1.898 -2.155 -0.706
H10 -3.310 2.766 -3.469
H11 1.752 1.772 -2.536
H12 0.043 2.208 6.304
H13 -1.709 -0.014 1.544
H14 0.836 2.755 -0.624
H15 -2.504 0.656 -2.456
H16 -0.064 -2.219 6.349
H17 0.034 4.910 -1.612
H18 0.232 1.998 3.698
H19 4.163 -2.518 -1.645
H20 -3.218 -4.161 -3.187
H21 -2.143 -2.438 -4.695

Its net charge is +2. For the HOMO energy (spin up / spin down), the calculation gives -14.18 / -14.18 eV. The calculation puts the LUMO energy (spin up / spin down) at -0.2951 / -0.2939 Eh. As for the spin multiplicity: 3. Its expectation value of S² is 2.002.

Computed, not measured: a 3-piece molecular cluster, C24H21FN4O7 overall at a distorted geometry, with ωB97M-V/def2-TZVPD.

Element x y z (Å)
F1 -4.866 1.956 0.742
O1 -2.709 -6.519 -1.053
O2 -0.418 0.645 0.629
O3 1.693 0.627 1.227
O4 6.028 4.195 -1.796
O5 4.160 5.265 -1.374
O6 -5.108 1.098 -1.517
O7 -7.149 -6.388 0.959
N1 5.188 4.670 -1.018
N2 -4.593 -6.797 0.617
N3 0.786 0.852 0.413
N4 -1.897 -2.974 -0.932
C1 -5.534 -4.408 0.683
C2 -5.881 -6.007 0.786
C3 1.868 2.493 -3.357
C4 -0.985 -3.642 0.113
C5 -4.037 -4.390 0.014
C6 -3.283 -0.149 -0.164
C7 -6.354 -3.060 1.128
C8 -5.586 -1.610 0.874
C9 0.542 -3.004 0.115
C10 2.511 1.633 -1.189
C11 0.524 2.257 -3.063
C12 1.161 1.404 -0.894
C13 6.598 3.891 0.869
C14 0.163 1.709 -1.831
C15 4.742 4.903 2.707
C16 4.496 5.027 1.338
C17 5.429 4.523 0.422
C18 5.909 4.283 3.154
C19 -3.269 -2.974 -0.293
C20 6.834 3.775 2.240
C21 -3.631 -5.956 -0.247
C22 -4.484 1.003 -0.326
C23 2.860 2.179 -2.426
C24 -4.080 -1.584 0.155
H1 7.328 3.490 0.169
H2 -6.152 -0.629 1.224
H3 -0.243 2.503 -3.794
H4 -2.531 0.138 0.699
H5 3.295 1.397 -0.473
H6 7.741 3.292 2.597
H7 2.144 2.926 -4.317
H8 3.583 5.516 1.005
H9 1.231 -3.510 -0.711
H10 -7.417 -3.186 1.601
H11 -1.485 -3.442 1.164
H12 3.905 2.364 -2.664
H13 -0.927 -4.806 -0.063
H14 -4.189 -7.024 1.575
H15 -0.888 1.530 -1.617
H16 1.048 -3.258 1.154
H17 0.539 -1.825 0.041
H18 -1.968 -3.698 -1.706
H19 4.025 5.294 3.425
H20 6.101 4.196 4.223
H21 -2.767 -0.191 -1.234

For the HOMO energy, the calculation gives -9.23 eV. The calculation puts the LUMO energy at -0.0572 Eh. As for the spin multiplicity: 1.

Computed, not measured: C24H22Cl3IN6O4SSn as an isolated structure at a distorted geometry, with ωB97M-V/def2-TZVPD.

Element x y z (Å)
I1 2.129 1.819 -1.396
Sn1 0.061 0.266 -0.548
Cl1 -2.549 0.795 -4.551
Cl2 -0.627 -0.323 -6.426
Cl3 0.029 2.116 -4.985
S1 -1.996 -0.990 -0.145
O1 0.317 0.493 1.558
O2 0.358 -1.417 -3.906
O3 -0.259 0.250 -2.494
O4 0.837 -4.788 4.494
N1 -1.368 1.518 -1.305
N2 -0.694 -0.942 4.767
N3 1.033 -1.391 0.153
N4 -2.177 0.776 -2.155
N5 -0.363 2.116 0.562
N6 -3.228 -1.292 -2.382
C1 2.918 -2.988 -2.619
C2 3.198 -0.612 -2.874
C3 3.463 -1.911 -3.305
C4 -0.791 0.516 -4.840
C5 -1.824 2.683 -1.003
C6 1.855 -1.471 -0.998
C7 -2.997 3.396 -1.589
C8 2.122 -2.765 -1.492
C9 1.448 -1.920 1.257
C10 1.161 -3.944 3.391
C11 0.422 2.332 1.629
C12 -0.998 4.461 0.625
C13 0.150 -0.323 2.536
C14 -1.202 1.284 3.940
C15 -0.549 -0.058 3.731
C16 -2.500 -0.391 -1.675
C17 0.563 3.575 2.233
C18 2.393 -0.376 -1.738
C19 -0.174 -0.294 -3.643
C20 -1.053 3.181 0.109
C21 -0.133 -2.161 4.627
C22 0.577 -2.574 3.517
C23 -0.156 4.656 1.717
C24 0.694 -1.626 2.493
H1 -0.289 -2.822 5.474
H2 -1.566 5.275 0.199
H3 0.777 -4.427 2.486
H4 -0.061 5.639 2.168
H5 -3.233 4.314 -1.046
H6 1.175 -5.670 4.268
H7 -2.775 3.651 -2.629
H8 0.638 -1.091 -1.492
H9 4.081 -2.076 -4.183
H10 -3.036 -2.195 -1.965
H11 -0.452 2.081 3.931
H12 -1.713 1.318 4.908
H13 0.946 1.453 1.991
H14 2.252 -3.881 3.337
H15 -3.879 2.749 -1.561
H16 1.681 -3.619 -0.982
H17 -1.950 1.473 3.163
H18 -2.983 -1.230 -3.357
H19 3.616 0.219 -3.435
H20 1.217 3.693 3.089
H21 3.100 -4.003 -2.959
H22 2.363 -2.530 1.332

Its net charge is -2. For the HOMO energy (spin up / spin down), the calculation gives 0.31 / 0.43 eV. The calculation puts the LUMO energy (spin up / spin down) at 0.1520 / 0.1514 Eh. As for the spin multiplicity: 1.

Computed, not measured: C24H22F5N5O4Pt as an isolated structure, with ωB97M-V/def2-TZVPD.

Element x y z (Å)
Pt1 1.149 -1.132 0.159
F1 2.328 1.926 -3.072
F2 -1.100 0.951 -6.145
F3 0.970 2.519 -5.325
F4 -0.447 -1.858 -2.437
F5 -1.779 -1.239 -4.661
O1 -1.389 -0.352 0.524
O2 1.051 0.880 0.696
O3 -2.482 1.377 1.432
O4 1.706 -0.191 -1.568
N1 -1.518 -2.526 2.842
N2 -0.132 -4.953 -0.801
N3 0.527 -1.843 1.961
N4 -0.690 -3.537 0.937
N5 1.146 -3.033 -0.420
C1 -0.153 2.882 0.186
C2 -0.090 5.106 -1.514
C3 0.584 2.777 5.218
C4 1.483 1.963 4.553
C5 -0.772 -0.448 -4.270
C6 0.126 2.047 2.552
C7 -0.560 -6.172 -0.124
C8 -1.334 3.428 -0.308
C9 1.090 4.580 -1.013
C10 -0.770 2.879 3.226
C11 0.507 -5.173 -2.088
C12 -0.534 -2.572 1.917
C13 -1.298 4.530 -1.150
C14 1.000 0.022 -2.655
C15 -0.430 0.655 -5.025
C16 0.627 1.446 -4.606
C17 1.261 1.604 3.228
C18 0.172 -3.820 -0.111
C19 -1.481 0.798 1.000
C20 -0.074 -0.754 -3.115
C21 1.320 1.133 -3.457
C22 -0.134 1.654 1.099
C23 1.057 3.486 -0.162
C24 -0.541 3.237 4.543
H1 1.987 0.985 2.719
H2 1.718 -3.344 -1.190
H3 1.534 -5.539 -1.981
H4 -0.068 5.959 -2.180
H5 0.492 -4.255 -2.674
H6 -2.385 -2.995 2.641
H7 -1.247 3.884 5.048
H8 -1.651 3.226 2.710
H9 2.373 1.607 5.058
H10 0.548 -1.191 2.736
H11 1.332 1.201 -0.184
H12 1.994 3.121 0.243
H13 -0.067 -5.923 -2.628
H14 -1.621 -3.900 0.812
H15 -2.227 4.935 -1.532
H16 -2.277 2.977 -0.036
H17 0.258 -6.899 -0.115
H18 -1.644 -1.626 3.283
H19 -0.837 -5.973 0.907
H20 2.043 5.018 -1.280
H21 0.759 3.062 6.247
H22 -1.410 -6.611 -0.646

For the HOMO energy, the calculation gives -7.83 eV. The calculation puts the LUMO energy at -0.0064 Eh. As for the spin multiplicity: 1.